1.
The following is a DFT calculation (ωB97M-V with the def2-TZVPD basis set) of a structure of composition C55H32F15GeInN2O2S4Se3Te.

Each line ends with the Löwdin charge.
Geometry (Å):
In 1.2576 -0.7105 2.0349  -0.234
Se 1.6822 0.1284 4.4306  -0.005
Se 4.0170 -0.0071 4.3487  -0.159
Te 4.4067 1.4070 2.3292  0.354
Se 3.3678 -0.1853 0.6831  -0.011
C 2.3398 0.0594 -6.4242  -0.046
C 1.8789 0.3235 -5.0177  -0.260
C 1.1703 -0.6448 -4.3103  -0.021
C 0.7674 -0.4266 -3.0023  -0.046
C 1.0763 0.7830 -2.4037  -0.353
C 1.7976 1.7586 -3.0733  -0.057
C 2.1854 1.5241 -4.3822  -0.024
S 0.5718 1.1010 -0.7263  0.979
O 0.2715 -0.2591 -0.1275  -0.668
C -1.0388 1.8259 -1.0271  -0.278
C -2.1328 0.9517 -1.2100  -0.047
C -3.3859 1.4575 -1.3463  -0.001
C -3.6052 2.8590 -1.3046  -0.151
C -4.9080 3.4031 -1.4099  -0.029
C -5.1044 4.7533 -1.3750  -0.070
C -4.0036 5.6251 -1.2344  -0.061
C -2.7355 5.1294 -1.1367  -0.014
C -2.5007 3.7312 -1.1663  -0.127
C -1.1816 3.1870 -1.0327  -0.153
C -0.0153 4.1248 -1.0365  -0.163
C 0.3326 4.7463 -2.2809  -0.130
C -0.3345 4.4320 -3.4923  -0.018
C 0.0337 5.0226 -4.6672  -0.065
C 1.0862 5.9616 -4.6975  -0.074
C 1.7485 6.2800 -3.5474  -0.030
C 1.3917 5.6816 -2.3147  -0.157
C 2.0905 5.9899 -1.1182  -0.005
C 1.7609 5.3842 0.0521  -0.041
C 0.6969 4.4554 0.0876  -0.277
S 0.4378 3.6333 1.6803  0.980
O 1.6755 3.9063 2.4485  -0.520
C -0.8212 4.7406 2.3094  -0.356
C -0.4360 5.8511 3.0413  -0.052
C -1.4128 6.6990 3.5386  -0.030
C -2.7657 6.4442 3.3229  -0.269
C -3.8184 7.3505 3.9001  -0.051
C -3.1246 5.3074 2.6031  -0.034
C -2.1600 4.4449 2.1061  -0.072
H 1.6432 -0.5918 -6.9523  0.079
H 3.3148 -0.4329 -6.4240  0.088
H 2.4392 0.9860 -6.9891  0.077
H 0.9327 -1.5878 -4.7878  0.110
H 0.2365 -1.1840 -2.4424  0.092
H 2.0646 2.6856 -2.5801  0.116
H 2.7470 2.2836 -4.9139  0.119
H -1.9531 -0.1149 -1.2486  0.100
H -4.2331 0.7972 -1.4884  0.119
H -5.7465 2.7251 -1.5183  0.114
H -6.1047 5.1595 -1.4531  0.105
H -4.1675 6.6944 -1.2004  0.108
H -1.8984 5.8049 -1.0166  0.127
H -1.1384 3.7066 -3.4840  0.123
H -0.4851 4.7679 -5.5827  0.106
H 1.3665 6.4250 -5.6348  0.104
H 2.5622 6.9957 -3.5594  0.114
H 2.9062 6.7019 -1.1585  0.119
H 2.3148 5.5636 0.9650  0.112
H 0.6170 6.0234 3.2277  0.113
H -1.1211 7.5715 4.1121  0.115
H -3.4516 8.3724 3.9946  0.077
H -4.1141 7.0136 4.8963  0.086
H -4.7137 7.3640 3.2784  0.076
H -4.1738 5.0866 2.4414  0.117
H -2.4479 3.5451 1.5763  0.109
F 3.6193 -3.4479 0.3663  0.048
C 4.1574 -4.4065 1.1312  -0.224
C 3.3138 -5.2518 1.8294  -0.118
C 3.9114 -6.2847 2.5284  -0.208
F 3.1751 -7.1976 3.1736  0.104
C 5.2856 -6.4406 2.5735  -0.136
F 5.8340 -7.4425 3.2588  0.129
C 6.0971 -5.5531 1.8877  -0.127
F 7.4156 -5.7008 1.9217  0.142
C 5.5333 -4.5268 1.1492  -0.134
F 6.3083 -3.6944 0.4610  0.136
Ge 1.3977 -4.8979 1.6306  0.718
S 0.6470 -3.0944 2.5618  0.344
C 0.3278 -6.2354 2.6104  -0.149
C 0.5270 -6.3569 3.9777  -0.247
F 1.5163 -5.6811 4.5673  0.096
C -0.2641 -7.1552 4.7827  -0.135
F -0.0312 -7.2562 6.0888  0.135
C -1.3177 -7.8518 4.2154  -0.132
F -2.0921 -8.6212 4.9703  0.140
C -1.5642 -7.7385 2.8596  -0.145
F -2.5860 -8.3966 2.3103  0.124
C -0.7441 -6.9343 2.0874  -0.219
F -1.0557 -6.8430 0.7816  0.090
C 1.1378 -5.2446 -0.2948  -0.122
C 1.4409 -6.5154 -0.7542  -0.226
F 1.8780 -7.4408 0.1129  0.106
C 1.2925 -6.9008 -2.0724  -0.135
F 1.5895 -8.1366 -2.4643  0.135
C 0.8122 -5.9801 -2.9882  -0.129
F 0.6552 -6.3209 -4.2613  0.142
C 0.4991 -4.7004 -2.5693  -0.130
F 0.0353 -3.8081 -3.4491  0.118
C 0.6731 -4.3554 -1.2405  -0.213
F 0.3674 -3.0926 -0.9014  0.070
S -1.2979 -0.0034 2.6823  0.638
C -2.0606 -1.4111 2.1202  -0.859
N -2.0197 -1.8737 0.8698  0.036
C -2.5227 -3.2420 0.7816  -0.121
C -3.1236 -3.4740 2.1868  -0.113
N -2.7904 -2.2315 2.8796  0.040
H -1.3252 -1.4995 0.2358  0.076
H -1.7051 -3.9337 0.5798  0.088
H -3.2693 -3.3353 -0.0058  0.120
H -2.6584 -4.3252 2.6852  0.110
H -4.2016 -3.6262 2.1541  0.116
H -2.7731 -2.1320 3.8792  0.145

Computed properties:
Electronic energy ... -413757.1120 eV
Energy relative to the best compared isomer or geometry (same formula, charge and spin) ... 0.0 kcal/mol
HOMO-LUMO gap ... 6.69 eV
E_HOMO ... -6.99 eV
Maximum force ... 0.0096 hartree/bohr

***

2.
The following is a DFT calculation (ωB97M-V with the def2-TZVPD basis set) of a structure of composition C55H38F3N11OPRuS2.

Each line ends with the Löwdin spin population.
Geometry (Å):
Ru -0.0831 0.0257 0.2150  0.659
N 0.3009 -2.0190 2.0563  0.066
C 1.7130 -2.0724 2.1881  0.002
C 2.4049 -3.2724 2.2238  0.003
C 3.7898 -3.2745 2.2994  0.000
C 4.4924 -2.0810 2.3418  0.003
C 3.8053 -0.8770 2.2805  0.001
C 2.4178 -0.8595 2.1953  0.005
P 1.4429 0.6151 1.7843  0.005
C 2.5650 2.0266 1.6769  -0.001
C 2.5899 2.8428 0.5512  0.000
C 3.4259 3.9528 0.5230  0.000
C 4.2284 4.2540 1.6109  0.000
C 4.1929 3.4532 2.7460  0.000
C 3.3593 2.3494 2.7805  0.000
C 0.4385 1.0527 3.2966  -0.001
C 0.2956 -0.0617 4.3168  0.000
C -0.8542 -0.4150 4.8930  0.000
C -2.1692 0.3045 4.6158  0.000
C -2.3847 2.7022 3.5421  0.000
C -1.5690 2.7739 2.4886  0.000
H -0.1128 -2.9121 1.8205  0.001
H -0.1602 -1.6307 2.8704  0.000
H 1.8561 -4.2050 2.1766  0.000
H 4.3217 -4.2169 2.3156  0.000
H 5.5728 -2.0838 2.3896  0.000
H 4.3602 0.0507 2.2478  0.000
H 1.9481 2.6304 -0.2909  0.000
H 3.4423 4.5837 -0.3562  0.000
H 4.8780 5.1194 1.5825  0.000
H 4.8102 3.6919 3.6020  0.000
H 3.3298 1.7327 3.6726  0.000
H 1.1893 -0.6290 4.5562  0.000
H -0.8823 -1.2599 5.5710  0.000
H -2.7752 0.3910 5.5176  0.000
H -3.1741 3.2975 3.9779  0.000
H -1.4011 3.4438 1.6719  0.000
C -4.1259 -1.5824 -3.5503  0.000
N -2.9956 -1.0006 -2.8454  0.000
C -2.6590 -1.0707 -1.5571  -0.001
N -1.6921 -0.2121 -1.2989  0.001
C -1.4596 0.3682 -2.5176  -0.001
N -2.2368 -0.0737 -3.4705  0.000
C -5.2704 -0.5968 -3.6261  0.000
C -5.8726 -0.2583 -4.8286  0.000
C -6.8945 0.6857 -4.8598  0.000
C -7.3155 1.3083 -3.6968  0.000
C -6.7118 0.9672 -2.4897  0.000
C -5.7027 0.0155 -2.4614  0.000
C -7.1021 1.5983 -1.2306  0.000
N -7.9483 2.5325 -0.9728  0.000
N -7.9073 2.7298 0.4082  0.000
C -7.0398 1.8986 0.8647  0.000
O -6.4832 1.1463 -0.1122  0.000
C -6.5939 1.6296 2.2306  0.000
C -7.0274 2.4034 3.3035  0.000
C -6.5965 2.0900 4.5823  0.000
C -5.7371 1.0166 4.7957  0.000
C -5.2955 0.2486 3.7260  0.000
C -4.3016 -0.8782 3.8902  0.000
N -2.9401 -0.4482 3.6123  0.002
C -2.4562 -0.3774 2.3467  0.004
N -1.4706 0.3492 1.9607  0.013
C -0.9773 1.4085 2.8718  0.000
N -1.7535 1.5650 4.1229  0.000
C -5.7322 0.5631 2.4486  0.000
H -4.4118 -2.4933 -3.0227  0.000
H -3.7801 -1.8577 -4.5446  0.000
H -3.1137 -1.7613 -0.8662  0.000
H -0.7002 1.1148 -2.6724  0.000
H -5.5334 -0.7169 -5.7494  0.000
H -7.3527 0.9476 -5.8038  0.000
H -8.0973 2.0555 -3.7128  0.000
H -5.2314 -0.2291 -1.5188  0.000
H -7.7004 3.2315 3.1268  0.000
H -6.9371 2.6810 5.4220  0.000
H -5.4193 0.7743 5.8038  0.000
H -4.5444 -1.6961 3.2080  0.000
H -4.3344 -1.2829 4.9026  0.000
H -2.9158 -1.0534 1.6274  0.000
H 0.8849 1.9268 3.7788  0.000
H -5.4014 -0.0330 1.6073  0.000
S 1.6841 0.3109 -1.3179  -0.003
C 1.4794 -0.8666 -2.5987  0.000
C 1.9852 -0.6242 -3.8682  -0.001
C 1.8497 -1.5698 -4.8805  0.000
C 2.3725 -1.2833 -6.1856  0.000
N 2.8065 -1.0485 -7.2238  0.000
C 1.1934 -2.7773 -4.6121  0.000
C 0.6923 -3.0226 -3.3387  0.005
C 0.8284 -2.0806 -2.3256  0.014
S 0.2440 -2.3591 -0.7143  0.154
C 1.0089 -3.7663 -5.6361  0.000
N 0.8379 -4.5753 -6.4347  0.000
H 2.4831 0.3128 -4.0804  0.000
H 0.1875 -3.9586 -3.1385  0.002
F -2.5291 8.7032 -2.7271  0.001
C -1.5398 8.5549 -1.8238  0.001
F -1.9276 9.2331 -0.7237  0.001
F -0.4604 9.1855 -2.3137  0.000
C -1.2757 7.1104 -1.5195  0.009
C -0.0325 6.5437 -1.7536  -0.001
C 0.1832 5.2087 -1.4563  0.010
C -0.8409 4.4222 -0.9244  0.004
C -2.0934 5.0099 -0.7003  0.009
C -2.3079 6.3426 -0.9926  -0.002
C -0.6157 3.0497 -0.5925  0.046
C -0.4286 1.8906 -0.2837  -0.010
H 0.7660 7.1437 -2.1670  0.000
H 1.1502 4.7582 -1.6377  0.000
H -2.8917 4.4017 -0.2951  0.000
H -3.2784 6.7890 -0.8173  0.000

Computed properties:
Electronic energy ... -117782.3424 eV
Energy relative to the best compared isomer or geometry (same formula, charge and spin) ... 70.8 kcal/mol
HOMO-LUMO gap (spin up / spin down) ... 6.38 / 5.77 eV
2S+1 ... 2
⟨S²⟩ ... 0.76
E_HOMO (spin up / spin down) ... -6.89 / -6.83 eV
Maximum force ... 0.0134 hartree/bohr

***

3.
The following is a DFT calculation (ωB97M-V with the def2-TZVPD basis set) of a structure of composition C55H45BFGeHfNP3.

Each line ends with the Löwdin charge.
Geometry (Å):
Hf -0.9203 0.8187 0.0245  1.427
F -2.1518 -0.0691 1.2007  -0.374
Ge 0.0914 -2.0814 0.9948  1.014
C -1.5996 -2.8176 0.3044  -0.286
C -1.9154 -4.0092 0.9563  -0.085
C -3.0659 -4.7202 0.6370  -0.019
C -3.9084 -4.2619 -0.3606  -0.021
C -3.5924 -3.0966 -1.0401  -0.079
C -2.4513 -2.3625 -0.7091  -0.404
P -2.0821 -0.8850 -1.6660  1.025
C -3.3522 0.3918 -1.3806  -0.406
C -4.5459 0.1719 -0.6893  -0.052
C -5.4367 1.2148 -0.5131  -0.015
C -5.1441 2.4890 -1.0020  -0.030
C -3.9460 2.7293 -1.6486  -0.055
C -3.0341 1.6899 -1.8272  -0.169
C -2.1297 -1.3668 -3.4062  -0.357
C -1.8706 -2.6995 -3.7365  -0.106
C -1.9258 -3.1020 -5.0617  -0.049
C -2.2253 -2.1811 -6.0574  -0.039
C -2.4715 -0.8551 -5.7299  -0.041
C -2.4272 -0.4427 -4.4066  -0.066
C 1.5441 -3.2875 0.6027  -0.302
C 1.7915 -4.6111 0.9487  -0.055
C 2.8954 -5.2459 0.3930  -0.021
C 3.7349 -4.5856 -0.5027  -0.022
C 3.5003 -3.2651 -0.8501  -0.039
C 2.4030 -2.6291 -0.2781  -0.417
P 1.9510 -0.9071 -0.4652  1.064
C 1.9694 -0.4624 -2.1960  -0.375
C 1.1475 -1.2475 -3.0113  -0.111
C 1.1169 -1.0254 -4.3762  -0.039
C 1.9113 -0.0259 -4.9255  -0.015
C 2.7541 0.7275 -4.1212  -0.031
C 2.7925 0.5163 -2.7522  -0.067
C 3.1340 0.0844 0.4478  -0.354
C 3.1675 1.4758 0.2852  -0.137
C 4.2104 2.2073 0.8251  -0.052
C 5.2118 1.5612 1.5384  -0.034
C 5.1579 0.1892 1.7437  -0.037
C 4.1199 -0.5557 1.2076  -0.055
C 0.0513 -1.4515 2.8546  -0.284
C -0.0560 -2.5157 3.7504  -0.084
C -0.1133 -2.2998 5.1216  -0.019
C -0.0395 -1.0119 5.6231  -0.021
C 0.1055 0.0546 4.7514  -0.083
C 0.1439 -0.1509 3.3706  -0.390
P 0.3642 1.2809 2.3043  1.033
C -1.1349 2.3184 2.3353  -0.405
C -1.2822 3.1590 1.2074  -0.216
C -2.4447 3.9139 1.0410  -0.041
C -3.4624 3.8132 1.9739  -0.020
C -3.3261 2.9644 3.0710  0.000
C -2.1787 2.2051 3.2462  -0.040
C 1.7244 2.2625 2.9705  -0.354
C 1.8215 3.6291 2.7019  -0.076
C 2.8545 4.3628 3.2587  -0.045
C 3.7799 3.7445 4.0922  -0.035
C 3.6816 2.3871 4.3562  -0.049
C 2.6611 1.6374 3.7894  -0.094
H -1.2625 -4.4091 1.7241  0.090
H -3.2919 -5.6383 1.1627  0.129
H -4.7992 -4.8162 -0.6233  0.129
H -4.2293 -2.7596 -1.8500  0.129
H -4.7798 -0.8106 -0.3026  0.113
H -6.3752 1.0343 -0.0057  0.128
H -5.8631 3.2893 -0.8845  0.128
H -3.7244 3.7103 -2.0491  0.128
H -2.1429 1.8713 -2.4214  0.081
H -1.6504 -3.4286 -2.9670  0.111
H -1.7421 -4.1376 -5.3145  0.123
H -2.2743 -2.4994 -7.0901  0.125
H -2.7152 -0.1404 -6.5043  0.124
H -2.6481 0.5887 -4.1711  0.099
H 1.1443 -5.1536 1.6254  0.109
H 3.0989 -6.2764 0.6530  0.127
H 4.5788 -5.1101 -0.9304  0.128
H 4.1524 -2.7467 -1.5425  0.132
H 0.5716 -2.0608 -2.5783  0.093
H 0.4857 -1.6334 -5.0091  0.106
H 1.8887 0.1559 -5.9919  0.127
H 3.3925 1.4804 -4.5632  0.127
H 3.4679 1.0949 -2.1403  0.106
H 2.3940 1.9822 -0.2776  0.079
H 4.2490 3.2791 0.6815  0.127
H 6.0382 2.1318 1.9418  0.129
H 5.9365 -0.3063 2.3084  0.126
H 4.1015 -1.6295 1.3424  0.111
H -0.0835 -3.5383 3.3901  0.094
H -0.2023 -3.1433 5.7932  0.129
H -0.0748 -0.8389 6.6902  0.130
H 0.2089 1.0576 5.1491  0.127
H -0.4317 3.3543 0.5500  0.085
H -2.5255 4.5978 0.2069  0.128
H -4.3603 4.4058 1.8600  0.129
H -4.1251 2.8950 3.7976  0.131
H -2.0983 1.5286 4.0862  0.117
H 1.0975 4.1344 2.0767  0.103
H 2.9281 5.4230 3.0578  0.124
H 4.5711 4.3277 4.5442  0.125
H 4.3975 1.9053 5.0091  0.125
H 2.5970 0.5778 3.9979  0.112
B 0.4968 4.1899 -2.9031  -0.347
C 0.3579 2.9109 -2.1018  -0.180
N 0.1752 1.9584 -1.4367  -0.030
H 0.6746 5.0514 -2.0689  0.048
H -0.5761 4.2991 -3.4622  0.049
H 1.4132 4.0708 -3.6749  0.042

Computed properties:
Electronic energy ... -148316.2044 eV
Energy relative to the best compared isomer or geometry (same formula, charge and spin) ... 1.2 kcal/mol
HOMO-LUMO gap ... 6.73 eV
Charge ... +3
E_HOMO ... -16.18 eV
Maximum force ... 0.0189 hartree/bohr